Density functional theory data (ωB97M-V with the def2-TZVPD basis set) for a structure of composition C20H27ClIN3O4OsSi.

As for the net charge: +2. The calculation puts the energy above the lowest of the compared OMol25 structures with the same formula, charge and spin at 1.53 kcal per mole. For the highest occupied orbital energy, the calculation gives -13.5 eV.

Geometry as XYZ:
```
58
C20H27ClIN3O4OsSi (ωB97M-V with the def2-TZVPD basis set)
Os 0.31300 -0.28081 -0.64341
C -2.61162 -2.47079 -1.30751
C -1.63712 -2.13338 -2.37962
C -1.73269 -2.59519 -3.70231
C -0.79657 -2.23581 -4.64321
C 0.29372 -1.41085 -4.31356
C 0.33276 -0.99691 -3.01838
N -0.61064 -1.33719 -2.10801
N 1.23168 -0.22052 -2.22618
Si 2.85720 0.54567 -2.69748
C 2.42801 1.75146 -4.03637
C 3.92988 -0.86367 -3.23325
C 3.36004 1.33315 -1.09589
H -3.11628 -3.40898 -1.52610
H -3.37143 -1.68970 -1.24139
H -2.11911 -2.53619 -0.33862
H -2.55241 -3.25009 -3.96084
H -0.88691 -2.60740 -5.65521
H 1.04964 -1.13811 -5.03364
H 2.00899 1.27074 -4.92117
H 3.33987 2.26412 -4.35135
H 1.72616 2.51153 -3.69074
H 3.61851 -1.29492 -4.18503
H 3.95896 -1.65821 -2.48610
H 4.95175 -0.49931 -3.36228
H 2.60133 2.03232 -0.73008
H 4.27324 1.91496 -1.23573
H 3.56454 0.58803 -0.32533
N -3.03469 2.29047 -0.84868
C -2.19399 1.56164 -0.15120
O -1.21889 1.01738 -0.74700
C -2.37508 1.42782 1.32311
I -3.87319 -0.03919 1.71120
H -2.92567 2.40001 -1.84621
H -3.81209 2.74894 -0.39672
H -2.71129 2.36017 1.77019
H -1.45703 1.09220 1.79407
C -1.88960 -0.64368 5.26803
C -1.05264 0.38568 4.57233
C -1.39654 1.73069 4.56747
C -0.59956 2.67210 3.92619
Cl -1.10912 4.32678 3.87973
C 0.58056 2.30156 3.30958
C 0.93946 0.95675 3.29520
C 0.11455 0.01560 3.90041
O 0.36910 -1.33958 3.87611
C 1.24123 -1.80077 2.89252
C 0.76766 -1.38952 1.52077
O 1.61013 -1.25998 0.53414
O -0.40968 -1.07796 1.23136
H -2.77908 -0.18887 5.69835
H -1.32511 -1.12349 6.06785
H -2.19300 -1.43003 4.57622
H -2.29913 2.05115 5.07167
H 1.21790 3.04870 2.85720
H 1.88080 0.67116 2.84368
H 1.25580 -2.89203 2.93894
H 2.27370 -1.45766 3.01224
```

---

Density functional theory data (ωB97M-V with the def2-TZVPD basis set) for a structure of composition C20H27CrO2Sb2.

As for the net charge: +1. The spin multiplicity is 5. For the highest occupied orbital energy (spin up / spin down), the calculation gives -11.0 / -11.2 eV.

Geometry as XYZ:
```
52
C20H27CrO2Sb2 (ωB97M-V with the def2-TZVPD basis set)
Cr -0.59872 0.05079 0.76875
C -1.96851 -2.82573 3.61711
C -1.33303 -1.55752 3.12743
O -1.29986 -1.42086 1.87340
C -0.81232 -0.58897 4.04501
C -0.89803 -0.84509 5.43917
C -0.41671 0.03407 6.36395
C 0.17926 1.22819 5.92072
C 0.28113 1.51465 4.58653
C -0.20636 0.62343 3.60724
O -0.07706 0.97367 2.35369
H -2.31106 -3.40234 2.76317
H -2.81175 -2.61103 4.27331
H -1.24976 -3.41640 4.18614
H -1.35601 -1.76315 5.77836
H -0.49160 -0.18062 7.42003
H 0.56431 1.93384 6.64588
H 0.73742 2.43226 4.24063
C -0.38889 4.09693 -0.32650
Sb 0.44935 2.17435 -0.64698
C 2.48632 2.57193 -0.21593
C 0.51219 2.12148 -2.79244
C 1.27025 0.92154 -3.28423
C 2.65260 1.03589 -3.44323
C 3.42749 -0.02559 -3.87594
C 2.82017 -1.23658 -4.17265
C 1.44957 -1.36187 -4.03117
C 0.65621 -0.30339 -3.58506
C -0.82143 -0.53355 -3.45015
Sb -1.33222 -1.32947 -1.52504
C -3.37471 -1.81286 -1.84745
C -0.45819 -3.25713 -1.68063
H 0.20753 4.83866 -0.85473
H -0.38624 4.31752 0.73901
H -1.41323 4.12602 -0.69229
H 2.79606 3.48844 -0.71548
H 3.10402 1.74256 -0.55424
H 2.59787 2.68627 0.86063
H 1.00906 3.04100 -3.10236
H -0.51375 2.16634 -3.15475
H 3.12417 1.99031 -3.23759
H 4.49533 0.09718 -3.99691
H 3.40730 -2.07248 -4.52833
H 0.97187 -2.30005 -4.29067
H -1.15968 -1.27375 -4.17593
H -1.41414 0.36695 -3.60463
H -3.45995 -2.42374 -2.74443
H -3.95949 -0.90354 -1.97078
H -3.75794 -2.36753 -0.99332
H -0.84415 -3.76026 -2.56590
H -0.70799 -3.83759 -0.79476
H 0.62328 -3.16318 -1.75564
```

---

Density functional theory data (ωB97M-V with the def2-TZVPD basis set) for a structure of composition C20H27CuN3O.

As for the net charge: 0. The spin multiplicity is 2. The calculation puts the energy above the lowest of the compared OMol25 structures with the same formula, charge and spin at 5.15 kcal per mole. For the highest occupied orbital energy (spin up / spin down), the calculation gives -6.4 / -6.8 eV.

Geometry as XYZ:
```
52
C20H27CuN3O (ωB97M-V with the def2-TZVPD basis set)
Cu -0.48177 -0.15429 0.08495
C -0.75286 2.37257 -1.90627
C -0.58815 2.54949 -0.54394
C -1.47137 1.62630 0.16498
C -2.16116 0.88563 -0.84426
C -1.73366 1.36548 -2.10839
C -2.28926 0.87670 -3.40493
C -3.37206 0.01458 -0.64303
C -2.04663 1.94903 1.51954
C 0.37324 3.49995 0.09368
C 0.01004 3.12375 -2.95983
H -1.79815 1.33308 -4.26331
H -3.35767 1.10499 -3.46828
H -2.18534 -0.20870 -3.49295
H -4.29194 0.56188 -0.87557
H -3.44452 -0.33361 0.38833
H -3.33533 -0.86112 -1.29557
H -1.28216 2.34319 2.18943
H -2.49096 1.07138 1.98939
H -2.82736 2.71129 1.42240
H 0.06127 4.53721 -0.06458
H 1.37141 3.39323 -0.33784
H 0.44678 3.32742 1.16653
H -0.38330 2.92857 -3.95690
H 1.07222 2.85820 -2.95565
H -0.05208 4.19992 -2.78271
N 2.84009 -3.10933 2.67184
C 2.07401 -2.41331 1.78018
O 2.29962 -2.49271 0.58620
C 0.97196 -1.59232 2.42279
C 0.65638 -0.24044 1.75553
H 3.63537 -3.61999 2.33070
H 2.73410 -2.99471 3.66170
H 1.28082 -1.42658 3.46207
H 0.07309 -2.21923 2.47149
H 1.60824 0.26473 1.55689
H 0.14281 0.35664 2.51515
N 0.05438 -3.79892 -1.66796
C -0.48377 -2.92966 -0.78319
N -0.32913 -1.68486 -1.14058
C 0.41110 -1.71642 -2.31434
C 0.88168 -0.68186 -3.11675
C 1.59180 -1.02922 -4.24917
C 1.84300 -2.36732 -4.57955
C 1.38625 -3.40329 -3.78875
C 0.66750 -3.05317 -2.65298
H 0.14961 -4.78860 -1.53580
H -1.01313 -3.25300 0.09840
H 0.69599 0.34927 -2.84542
H 1.96542 -0.25018 -4.90134
H 2.41327 -2.59433 -5.47081
H 1.58359 -4.43922 -4.03344
```

---

Density functional theory data (ωB97M-V with the def2-TZVPD basis set) for a cluster of 3 separate species, C20H27F2NO4 in total.

As for the net charge: 0. For the highest occupied orbital energy, the calculation gives -9.2 eV.

Geometry as XYZ:
```
54
C20H27F2NO4 (ωB97M-V with the def2-TZVPD basis set)
C -1.51359 2.20785 3.51483
O -1.60586 0.73615 3.35828
C -1.84217 0.55326 1.88780
C -3.44711 0.25068 1.60768
C -4.08263 1.09752 0.35658
C -3.97231 2.72747 0.48976
O -4.73820 3.52359 1.24009
O -2.87848 3.40437 -0.27462
C -0.90797 -0.71993 1.43631
O 0.53684 -0.44684 1.39420
C 0.87799 0.62970 0.45062
C 2.45647 0.54958 -0.09134
N 2.54552 1.52476 -1.27615
H -0.55666 2.65204 3.00643
H -2.51313 2.64021 3.02619
H -1.47909 2.51145 4.64964
H -1.58599 1.56736 1.36320
H -4.11057 0.32571 2.58998
H -3.50253 -0.89907 1.29085
H -3.64868 0.77913 -0.70626
H -5.24249 0.82893 0.32505
H -2.15401 3.68983 0.38605
H -1.32784 -1.22188 0.43884
H -1.06098 -1.55374 2.27627
H 0.83508 1.64337 1.07976
H 0.11478 0.76851 -0.43434
H 2.66264 -0.56768 -0.39689
H 3.16065 0.89343 0.80675
H 1.96176 1.06805 -2.01533
H 2.03839 2.42747 -1.04608
F -2.12559 -0.53661 -1.94468
C -1.68736 0.09842 -3.03981
C -2.48767 1.06722 -3.63526
C -2.02960 1.73231 -4.77254
C -0.77959 1.41301 -5.30854
C 0.01417 0.43552 -4.70655
C -0.43940 -0.22135 -3.56294
H -3.45928 1.29601 -3.20970
H -2.64438 2.49684 -5.24103
H -0.42461 1.92885 -6.19819
H 0.98494 0.18580 -5.12791
H 0.16842 -0.97739 -3.07707
F 1.78929 -3.41846 0.29998
C 2.96427 -3.48009 0.94048
C 3.25582 -2.54420 1.92676
C 4.47697 -2.61110 2.59748
C 5.39839 -3.60768 2.26641
C 5.09855 -4.53940 1.27147
C 3.87287 -4.47897 0.60883
H 2.53129 -1.77222 2.16460
H 4.71127 -1.88885 3.37556
H 6.35257 -3.65677 2.78671
H 5.81896 -5.31163 1.01266
H 3.61982 -5.20056 -0.16085
```

---

Look up the net charge of the fourth one.
0

---

What is the formula in the fourth record?
C20H27F2NO4